[1]
50
Properties=species:S:1:pos:R:3:forces:R:3 method="wB97M-V/def2-TZVPD" homo_ev=-13.5 gap_ev=4.73 total_charge=+2 e_tot_ha=-1466.97737
Mo -0.1576 -3.0366 -2.7625 0.078 1.399 1.329
O -1.6199 -1.9330 -3.1619 -0.867 0.622 -0.664
O 0.3494 1.4401 1.4717 1.095 -0.292 -0.076
N -3.4872 -2.1205 -1.6857 0.105 3.165 -0.160
N -0.0860 1.8164 3.5834 -1.620 -0.076 -0.506
N 1.2517 1.9068 3.4161 0.584 -0.164 0.743
N 1.4793 -2.2536 -1.6910 1.757 -0.237 0.663
N 3.4352 -1.2314 -1.3866 -0.934 -1.532 1.050
N -3.5301 0.2089 -1.7473 0.819 -1.304 -0.737
N 3.4706 -2.3943 -0.5771 0.537 1.710 -0.625
N -2.8422 -0.0335 -2.7740 -2.295 1.006 1.374
C -3.9840 1.5376 -1.1948 1.067 1.169 -1.714
C -2.9279 -1.4685 -2.9029 1.658 -3.733 -1.027
C 2.8226 1.4290 1.6392 0.687 1.086 0.053
C -3.8554 -1.0838 -1.0473 0.088 -0.446 -1.583
C -4.6682 1.4208 1.1743 1.035 0.715 0.836
C 5.0887 1.3202 2.1997 2.295 0.444 0.097
C -0.8428 -4.0769 -1.6138 -1.554 -0.838 -0.108
C 4.3556 0.5036 0.0528 0.522 -0.181 0.820
C -2.3496 1.5435 0.6659 0.801 0.451 0.348
C 3.0731 0.8782 0.4023 -0.460 -0.533 1.024
C -4.3426 1.3585 2.5330 -1.306 0.138 0.508
C 2.2762 -1.2098 -1.9832 -0.130 0.705 -1.396
C 5.3804 0.6926 0.9935 -0.281 -0.395 -0.865
C 4.4831 -0.1959 -1.2598 0.565 -1.120 -0.699
C -3.6738 1.5859 0.2502 0.726 -1.313 0.280
C 2.3316 -2.9246 -0.7856 -1.696 -1.401 0.226
C -0.6075 1.5285 2.4195 0.971 0.800 0.679
C 3.8567 1.8155 2.4907 -0.030 -0.484 -0.703
C 1.5349 1.6541 2.1977 -2.733 -0.155 -0.853
C -2.0148 1.4870 2.0197 -0.124 -0.851 0.464
C -3.0248 1.3179 2.9814 -0.951 0.483 -0.820
H 0.2601 -4.1409 -3.9132 -0.165 -0.609 -0.266
H -2.9046 1.2076 4.0479 0.675 0.146 -0.007
H 1.9995 -3.8385 -0.3005 0.204 0.178 -0.123
H 4.3478 0.5085 -2.0716 -0.067 -0.020 -0.347
H -5.6131 1.4892 0.7328 -1.852 -0.099 0.322
H -3.3662 2.3253 -1.7002 -0.600 -0.834 -0.050
H -4.4247 -0.9662 -0.1908 -0.855 -0.120 1.781
H 3.6589 2.4799 3.2970 -0.076 -0.037 0.809
H -5.0379 1.6583 -1.5390 0.628 -0.199 0.564
H 6.4137 0.3868 0.7962 -0.503 0.002 -0.027
H -1.5059 1.6033 -0.0120 -0.181 0.143 -0.290
H 2.2069 0.5337 -0.1251 -0.260 0.132 -0.599
H 5.9622 1.4843 2.8523 -0.716 0.074 -0.158
H -1.7721 -4.5285 -1.1342 1.556 0.312 -0.194
H 5.3801 -0.8033 -1.4629 0.109 0.785 0.486
H -5.1734 1.4175 3.2741 0.816 -0.421 -0.627
H 2.0519 -0.4800 -2.7284 -0.243 0.550 -0.184
H -3.6578 -1.8197 -3.7398 1.118 1.178 0.952

[2]
72
Properties=species:S:1:pos:R:3:forces:R:3 method="wB97M-V/def2-TZVPD" homo_ev=-3.0 gap_ev=6.82 total_charge=-2 e_tot_ha=-2542.80843
P 2.9423 0.8669 -0.8254 0.091 -0.022 -0.153
Na -0.7108 0.3917 0.7211 0.004 -0.333 0.384
O 2.5394 -0.9153 3.3196 -0.018 0.038 -0.034
O 0.8930 -0.9289 1.7820 -0.131 0.137 -0.055
O -2.8209 -0.2092 2.3380 0.022 -0.018 -0.299
O -2.1921 2.8622 3.6115 -0.020 -0.020 -0.047
O -3.7820 -0.8583 4.5213 -0.189 -0.142 0.138
O 2.7365 3.2445 -3.7226 0.023 -0.065 0.002
O -2.1690 3.5333 1.4737 0.011 0.033 0.014
O 2.4858 3.9259 -1.5920 -0.007 -0.051 -0.014
O 0.0420 1.4922 2.6679 0.148 0.007 -0.149
N -3.6285 -1.1584 0.3694 0.078 0.100 0.037
N -1.0486 1.4625 -1.4333 0.028 0.045 -0.050
N -2.7317 -0.3292 -0.2442 -0.151 -0.040 -0.008
C 0.1740 -1.7177 -3.4911 -0.008 -0.007 -0.027
C 5.9252 -1.9360 -1.4381 0.034 -0.030 0.012
C 6.2539 -2.3264 -0.1425 -0.005 0.018 -0.028
C -4.5331 -1.7611 3.8750 0.057 0.087 0.114
C -0.4289 2.7821 -3.3327 -0.003 0.062 -0.063
C -3.5483 -1.0244 1.6869 -0.115 0.002 0.049
C 4.9406 -0.9858 -1.6452 0.000 -0.015 0.029
C 0.8619 -0.6654 -4.0751 0.010 0.019 -0.002
C -5.3991 -2.5702 4.6177 -0.012 -0.013 0.014
C 1.7280 0.1231 -3.3227 0.002 -0.041 -0.030
C -4.4725 -1.9064 2.4781 0.043 0.029 -0.057
C 0.3513 -1.9880 -2.1395 0.005 -0.018 0.013
C -0.0905 2.8839 2.5238 0.007 0.012 0.039
C -6.1355 -3.6675 2.6048 0.010 0.020 0.004
C 1.2101 -1.2068 -1.3835 -0.010 -0.020 -0.007
C 3.8237 1.9983 -1.9927 -0.232 -0.070 0.030
C 4.2721 -0.3989 -0.5678 -0.041 0.061 -0.072
C -1.4436 2.2068 -4.0739 -0.040 -0.035 0.029
C -1.5796 3.1468 2.4468 -0.042 -0.005 0.026
C -2.9311 -0.0475 -1.4670 0.063 0.025 -0.081
C 2.9256 3.1712 -2.4864 0.084 0.108 0.020
C -2.2660 1.2591 -3.4779 0.068 0.036 0.057
C 1.3775 1.0834 2.9704 -0.006 0.086 0.069
C -2.0394 0.9089 -2.1506 -0.010 0.040 0.000
C 1.6032 -0.4096 2.6747 0.172 -0.101 0.033
C 4.5954 -0.8063 0.7206 0.017 -0.042 0.064
C -6.1894 -3.5123 3.9873 -0.006 -0.004 0.001
C 1.9077 -0.1452 -1.9686 0.018 0.049 0.108
C -5.2809 -2.8618 1.8697 0.015 -0.017 -0.031
C -0.2752 2.3754 -2.0117 -0.106 -0.034 -0.027
C 5.5826 -1.7662 0.9308 -0.011 0.010 0.024
H -6.8532 -4.1341 4.5784 0.003 0.000 0.001
H 1.5935 1.2857 4.0232 -0.027 0.013 -0.009
H 0.3327 3.4167 3.3858 -0.021 -0.003 -0.001
H 0.3864 3.2420 1.6058 0.000 0.045 0.015
H -3.2289 -0.4296 3.7862 0.103 0.023 -0.086
H 4.0543 -0.4216 1.5776 -0.009 0.021 -0.028
H -5.2140 -2.9501 0.7936 -0.007 -0.003 -0.003
H -3.7843 -0.4553 -2.0147 -0.003 0.003 0.006
H -0.5133 -2.3144 -4.0805 -0.001 0.003 0.001
H 1.3248 -1.4030 -0.3200 0.005 -0.017 -0.019
H -1.5933 2.4811 -5.1120 0.007 0.007 0.000
H 4.6667 -0.7098 -2.6574 0.014 -0.001 0.009
H 4.6418 2.4290 -1.4107 0.022 -0.029 -0.004
H -5.4244 -2.4395 5.6925 0.006 0.007 -0.003
H 0.2758 3.4943 -3.7418 0.012 -0.016 0.002
H 0.5209 2.8131 -1.4174 -0.009 -0.021 0.011
H -0.1975 -2.7933 -1.6654 0.004 0.004 0.002
H -3.0720 0.7873 -4.0267 -0.008 -0.011 0.002
H 2.0862 1.6400 2.3437 -0.002 0.005 -0.005
H 2.2250 0.9647 -3.7942 -0.010 0.032 0.056
H 0.7120 -0.4334 -5.1238 -0.004 -0.006 -0.004
H 7.0196 -3.0766 0.0206 -0.004 -0.002 0.007
H 5.8025 -2.0805 1.9438 -0.001 -0.011 -0.004
H 4.2265 1.4398 -2.8372 0.084 0.068 -0.037
H -6.7522 -4.4075 2.1100 0.000 0.000 -0.003
H 6.4305 -2.3862 -2.2855 -0.003 0.007 -0.001
H -3.1410 2.8254 3.4198 0.003 0.000 0.022

[3]
19
Properties=species:S:1:pos:R:3:forces:R:3 method="wB97M-V/def2-TZVPD" homo_ev=-2.7 gap_ev=6.34 total_charge=-1 e_tot_ha=-418.96350 smiles=[O-]CNCCNCO
O 2.6729 0.9765 0.8848 0.147 -0.264 0.219
O -2.7208 0.8393 -2.1045 -0.265 0.124 -0.226
N 0.8789 -0.5273 1.4094 -0.445 0.651 0.248
N -1.2005 0.2578 -0.3755 -0.048 -0.814 0.401
C -1.4099 1.0459 -1.5019 -0.804 0.098 -0.659
C 0.8929 -0.9301 0.0404 -1.152 -0.708 0.509
C -0.5431 -1.0498 -0.5123 0.132 1.156 -0.222
C 1.9934 0.4669 1.8918 -0.410 -0.121 -0.884
H -1.1831 -1.7801 -0.0125 0.359 -0.376 0.019
H -0.8111 0.8431 -2.3834 0.791 -0.228 0.021
H 2.5511 -0.1685 2.6311 0.212 0.304 0.109
H -1.2862 2.0915 -1.2573 -0.107 0.404 0.199
H -0.4509 -1.2827 -1.5747 -0.307 -0.218 -0.116
H -0.7717 0.6975 0.4285 0.036 0.342 0.012
H 1.3755 -0.0916 -0.4536 0.557 -0.284 -0.447
H 1.3264 -1.9271 -0.1471 0.663 0.213 -0.137
H -3.3502 0.5298 -1.4458 0.345 0.087 0.358
H 1.4174 1.2611 2.4227 0.014 -0.264 0.492
H 0.6187 -1.2525 2.0600 0.282 -0.103 0.102

Repeat the first record exactly.
50
Properties=species:S:1:pos:R:3:forces:R:3 method="wB97M-V/def2-TZVPD" homo_ev=-13.5 gap_ev=4.73 total_charge=+2 e_tot_ha=-1466.97737
Mo -0.1576 -3.0366 -2.7625 0.078 1.399 1.329
O -1.6199 -1.9330 -3.1619 -0.867 0.622 -0.664
O 0.3494 1.4401 1.4717 1.095 -0.292 -0.076
N -3.4872 -2.1205 -1.6857 0.105 3.165 -0.160
N -0.0860 1.8164 3.5834 -1.620 -0.076 -0.506
N 1.2517 1.9068 3.4161 0.584 -0.164 0.743
N 1.4793 -2.2536 -1.6910 1.757 -0.237 0.663
N 3.4352 -1.2314 -1.3866 -0.934 -1.532 1.050
N -3.5301 0.2089 -1.7473 0.819 -1.304 -0.737
N 3.4706 -2.3943 -0.5771 0.537 1.710 -0.625
N -2.8422 -0.0335 -2.7740 -2.295 1.006 1.374
C -3.9840 1.5376 -1.1948 1.067 1.169 -1.714
C -2.9279 -1.4685 -2.9029 1.658 -3.733 -1.027
C 2.8226 1.4290 1.6392 0.687 1.086 0.053
C -3.8554 -1.0838 -1.0473 0.088 -0.446 -1.583
C -4.6682 1.4208 1.1743 1.035 0.715 0.836
C 5.0887 1.3202 2.1997 2.295 0.444 0.097
C -0.8428 -4.0769 -1.6138 -1.554 -0.838 -0.108
C 4.3556 0.5036 0.0528 0.522 -0.181 0.820
C -2.3496 1.5435 0.6659 0.801 0.451 0.348
C 3.0731 0.8782 0.4023 -0.460 -0.533 1.024
C -4.3426 1.3585 2.5330 -1.306 0.138 0.508
C 2.2762 -1.2098 -1.9832 -0.130 0.705 -1.396
C 5.3804 0.6926 0.9935 -0.281 -0.395 -0.865
C 4.4831 -0.1959 -1.2598 0.565 -1.120 -0.699
C -3.6738 1.5859 0.2502 0.726 -1.313 0.280
C 2.3316 -2.9246 -0.7856 -1.696 -1.401 0.226
C -0.6075 1.5285 2.4195 0.971 0.800 0.679
C 3.8567 1.8155 2.4907 -0.030 -0.484 -0.703
C 1.5349 1.6541 2.1977 -2.733 -0.155 -0.853
C -2.0148 1.4870 2.0197 -0.124 -0.851 0.464
C -3.0248 1.3179 2.9814 -0.951 0.483 -0.820
H 0.2601 -4.1409 -3.9132 -0.165 -0.609 -0.266
H -2.9046 1.2076 4.0479 0.675 0.146 -0.007
H 1.9995 -3.8385 -0.3005 0.204 0.178 -0.123
H 4.3478 0.5085 -2.0716 -0.067 -0.020 -0.347
H -5.6131 1.4892 0.7328 -1.852 -0.099 0.322
H -3.3662 2.3253 -1.7002 -0.600 -0.834 -0.050
H -4.4247 -0.9662 -0.1908 -0.855 -0.120 1.781
H 3.6589 2.4799 3.2970 -0.076 -0.037 0.809
H -5.0379 1.6583 -1.5390 0.628 -0.199 0.564
H 6.4137 0.3868 0.7962 -0.503 0.002 -0.027
H -1.5059 1.6033 -0.0120 -0.181 0.143 -0.290
H 2.2069 0.5337 -0.1251 -0.260 0.132 -0.599
H 5.9622 1.4843 2.8523 -0.716 0.074 -0.158
H -1.7721 -4.5285 -1.1342 1.556 0.312 -0.194
H 5.3801 -0.8033 -1.4629 0.109 0.785 0.486
H -5.1734 1.4175 3.2741 0.816 -0.421 -0.627
H 2.0519 -0.4800 -2.7284 -0.243 0.550 -0.184
H -3.6578 -1.8197 -3.7398 1.118 1.178 0.952